Entry 1:
The following is a quantum chemistry calculation of a cluster of 2 separate species, C4H15N2O in total at a distorted geometry, from the OMol25 dataset.

Structure (XYZ):
```
22
Properties=species:S:1:pos:R:3:forces:R:3
O 1.302 -2.179 -2.727 0.7874 -2.1671 0.6354
N -0.701 -0.397 -1.462 2.1438 2.3325 -1.1208
N -1.022 1.887 -0.244 2.8699 2.3131 1.3625
C -0.001 -0.286 -0.165 1.5562 -3.2165 -0.4606
C -0.734 0.675 0.697 0.9737 0.4384 0.4834
C 0.220 1.020 1.893 1.9884 0.5495 -0.1940
C 0.502 -0.270 2.717 0.5520 -1.2279 -0.9216
H -0.490 -0.773 2.846 0.9309 0.2052 0.6415
H -1.572 1.744 -1.097 0.3743 -0.9126 0.0656
H 0.054 -1.299 0.410 -0.1649 1.7570 -1.1260
H -1.674 0.211 1.064 0.3213 0.7618 -0.3673
H 0.052 -0.135 -2.131 -0.9080 0.0952 0.2966
H -0.276 1.762 2.564 0.6938 -0.3292 -0.5063
H 0.016 2.258 -0.501 -3.0812 -1.0277 0.3348
H 1.393 1.356 1.587 -3.5445 -0.2218 0.2898
H 1.404 -3.018 -2.161 -0.2540 1.8954 -1.2511
H 1.178 -1.062 2.140 -1.3200 1.9246 1.2399
H 1.148 0.029 -0.289 -2.5013 -0.5057 0.1037
H 1.858 -2.389 -3.507 -0.4839 0.2522 0.5875
H -1.455 2.698 0.247 0.3235 -0.7778 -0.0998
H 1.045 0.011 3.662 -0.9069 -0.5061 -0.8402
H -0.963 -1.229 -1.931 -0.3504 -1.6327 0.8470
```
Forces are in eV/Å.

Summary:
DFT total energy: -9411.2046 eV
Energy relative to the best compared isomer or geometry (same formula, charge and spin): 237.1 kJ/mol
Charge: +1
LUMO: -0.1195 Eh
Strongest force on any atom: 0.076 hartree/bohr
HOMO: -0.501 Ha

---

Entry 2:
The following is a quantum chemistry calculation of a structure of composition C5H15FHfO2P at a distorted geometry, from the OMol25 dataset.

Structure (XYZ):
```
25
Properties=species:S:1:pos:R:3:forces:R:3
Hf -2.961 -2.125 1.935 1.1861 0.1155 -0.6408
P 1.492 1.666 -2.001 2.8782 0.8511 -1.2154
F 1.545 0.050 -1.669 -0.2812 -0.1709 0.4170
O -0.849 0.682 -0.748 0.2485 0.2057 -0.2100
O -1.115 -1.288 1.188 -1.3515 0.5401 1.2788
C -1.458 0.111 1.484 -0.9474 0.4223 -0.8421
C -0.557 1.562 -1.684 -3.5827 -0.1610 0.2449
C 0.555 -3.047 0.918 -0.4449 0.4878 -0.1728
C -0.759 1.139 0.588 0.1605 -1.0607 0.8283
C 0.304 -1.637 1.466 1.3101 -2.1085 -0.2366
H -1.016 1.267 -2.618 0.7215 -0.4068 -0.5121
H 0.982 -0.966 0.963 -0.3895 0.6781 -0.1737
H 1.206 -3.015 0.060 0.2558 -0.0233 -0.2421
H 0.979 -3.695 1.667 0.0940 -0.2098 0.2189
H -2.541 0.219 1.230 -0.0031 -0.1877 0.0361
H -1.257 2.090 0.739 0.0768 0.3254 -0.0231
H 1.201 1.356 -3.407 -0.2459 -0.4354 0.2922
H 2.937 1.645 -2.264 -0.2673 0.1924 -0.1068
H 1.393 3.046 -2.315 -0.0949 0.0104 0.3011
H -1.367 0.369 2.536 0.4661 -0.0495 0.2338
H 0.285 1.167 0.903 0.2881 0.3629 -0.2013
H -0.379 -3.469 0.553 -0.1544 -0.3007 0.0054
H 1.727 1.951 -0.596 -0.4056 -0.2301 0.0942
H -0.846 2.583 -1.456 0.9156 0.5664 0.2190
H 0.499 -1.662 2.529 -0.4329 0.5865 0.4074
```
Forces are in eV/Å.

Summary:
DFT total energy: -22794.6160 eV
Energy relative to the best compared isomer or geometry (same formula, charge and spin): 148.5 kJ/mol
Charge: +3
LUMO: -0.5184 Eh
Strongest force on any atom: 0.070 hartree/bohr
HOMO: -0.765 Ha

---

Entry 3:
The following is a quantum chemistry calculation of a structure of composition C40H26F5I2MoN5O2SSb at a distorted geometry, from the OMol25 dataset.

Structure (XYZ):
```
83
Properties=species:S:1:pos:R:3:forces:R:3
I 0.941 -2.934 -2.413 0.3373 -0.1867 0.0451
I 5.710 -5.953 -0.132 -0.4052 0.3253 0.0572
Sb -0.459 1.696 -1.899 -0.2798 0.0096 0.4962
Mo -0.102 -1.058 1.421 3.4373 0.3907 -1.9651
S -1.210 -0.063 -0.465 0.0994 0.0469 -0.8409
F 1.764 2.234 5.361 0.0536 0.0294 -0.0320
F 0.470 0.095 4.356 0.0251 0.1963 0.4173
F 3.170 3.900 3.686 -0.1382 -0.0872 -0.0459
F 1.687 1.358 -0.003 0.3474 0.3523 0.3994
F 3.095 3.434 0.980 -0.0282 0.0383 0.0967
O -1.347 -0.647 2.534 -4.2205 0.6492 2.7812
O 1.235 -1.698 0.425 1.0046 -0.3526 -1.1869
N -1.067 -3.022 1.210 -0.7340 -0.7120 -0.2317
N -4.030 -0.902 0.669 -0.2112 0.3091 0.5966
N 1.004 -2.416 2.984 -0.4887 0.2911 0.1157
N -5.227 0.980 4.518 0.0990 -0.1140 -0.0604
N -2.199 -0.240 3.413 -2.9101 1.2770 1.3755
C 1.708 1.557 1.351 -0.4184 -0.3162 -0.0846
C 3.399 3.277 -3.336 0.0236 0.0773 0.0225
C 4.118 -4.582 0.074 0.3092 -0.2637 -0.0396
C 2.123 3.180 -2.803 -0.1007 0.1173 0.0420
C 3.418 0.916 -3.783 0.0025 -0.0330 0.0045
C 1.517 1.937 -2.758 -1.0214 -0.1539 0.3998
C 2.110 -2.665 0.324 1.8142 -1.8099 -0.0420
C 2.836 -3.083 1.457 -0.4638 0.3788 -0.3300
C -3.458 -0.070 3.012 3.4920 -0.7632 0.2711
C 1.752 2.035 4.044 0.0708 -0.0286 -0.2070
C -0.761 5.269 0.636 0.0367 0.0369 0.0947
C -1.813 -4.859 2.542 -0.0920 0.0299 -0.1201
C -1.820 1.399 -3.508 0.5613 0.1502 0.5092
C -2.130 5.438 0.772 0.0388 0.0169 0.0289
C 0.375 -3.746 3.049 -0.1254 -0.3607 0.0224
C -2.100 -3.235 0.383 0.0093 -0.2259 -0.1332
C -2.522 3.552 -0.660 0.0091 -0.1246 -0.0830
C -3.026 -4.240 0.588 0.0505 -0.1346 0.0698
C 2.470 -2.496 2.798 0.5574 0.1802 -0.0670
C 3.327 -4.276 -1.026 0.2202 -0.1431 0.0868
C -3.009 4.582 0.127 -0.0394 -0.0541 0.0068
C -2.286 1.565 -5.848 -0.0114 -0.0044 -0.0704
C 2.145 0.807 -3.250 -0.1423 -0.1910 -0.0020
C 1.068 0.959 3.497 0.1455 -0.1762 -0.6006
C -0.902 -3.856 2.250 0.0488 -0.1662 0.0762
C 4.047 2.149 -3.813 -0.0092 0.0113 -0.0233
C -3.842 -0.469 1.721 -0.3515 -0.6949 -1.8357
C -1.150 3.380 -0.776 0.4927 -0.3328 -0.6240
C 3.848 -4.017 1.313 -0.0267 -0.1155 -0.0856
C -3.977 0.777 -4.327 -0.0438 -0.0202 0.0508
C -1.405 1.715 -4.791 0.1185 0.0773 -0.0234
C -3.099 0.919 -3.265 -0.1055 -0.0722 0.1188
C 0.988 0.666 2.134 0.4805 1.0191 0.2154
C -3.572 1.105 -5.611 -0.0152 -0.0211 -0.0605
C 2.461 2.886 3.198 -0.1927 -0.2888 -0.1524
C -4.412 0.486 3.877 -0.6267 0.5266 0.9716
C -0.263 4.226 -0.131 0.1190 0.0479 -0.0087
C -2.906 -5.051 1.708 0.3071 0.3173 -0.1102
C 2.328 -3.341 -0.883 -0.8243 0.7292 -0.0255
C 2.431 2.640 1.828 -0.0201 -0.1603 0.0309
H -3.634 -5.819 1.919 -0.0351 -0.0706 0.0040
H -1.967 1.802 -6.851 0.0013 0.0360 -0.0790
H -3.821 -4.383 -0.123 -0.1574 0.0583 -0.0602
H -1.665 -5.488 3.408 0.0559 -0.0220 0.0547
H 3.889 4.237 -3.374 0.0448 0.1085 -0.0057
H 0.806 4.082 -0.221 0.0377 0.0336 0.0215
H -2.167 -2.581 -0.478 -0.0190 0.0708 0.1012
H 4.426 -4.311 2.175 0.0594 -0.0454 0.1223
H -3.407 0.642 -2.263 0.0006 -0.0169 -0.0081
H 3.488 -4.757 -1.977 0.0090 -0.0694 -0.0712
H 2.926 -3.111 3.589 -0.1117 0.1921 -0.1202
H -4.975 0.403 -4.151 -0.0488 -0.0007 0.0055
H -3.201 2.884 -1.175 -0.0758 0.0383 0.0188
H 0.842 -1.948 3.877 0.0219 0.0674 -0.2765
H 1.616 4.063 -2.442 0.0149 0.0661 0.0375
H 1.646 -0.151 -3.219 0.0554 -0.0871 0.0030
H 1.070 -4.485 2.626 -0.1250 0.1250 0.1354
H -0.079 5.948 1.128 0.0354 0.0062 0.0484
H 5.044 2.232 -4.216 0.1290 0.0341 -0.0628
H -0.399 2.075 -4.966 0.0493 0.0213 -0.0690
H -4.262 0.996 -6.434 -0.0598 -0.0220 -0.0869
H 2.876 -1.479 2.872 -0.1902 -0.1537 0.1090
H -2.512 6.237 1.388 -0.0419 0.0953 0.0297
H 0.171 -4.041 4.085 0.1382 0.0508 -0.1346
H -4.075 4.713 0.236 -0.0998 0.0394 -0.0007
H 3.914 0.039 -4.170 0.0469 -0.0793 -0.0272
```
Forces are in eV/Å.

Summary:
DFT total energy: -102455.0594 eV
Energy relative to the best compared isomer or geometry (same formula, charge and spin): 199.9 kJ/mol
Charge: +1
LUMO (alpha / beta): -0.1588 / -0.1588 Eh
Strongest force on any atom: 0.099 hartree/bohr
HOMO (alpha / beta): -0.379 / -0.380 Ha

---

Entry 4:
The following is a quantum chemistry calculation of a structure of composition C47H64BrCl2NO3PdSi2Te at a distorted geometry, from the OMol25 dataset.

Structure (XYZ):
```
122
Properties=species:S:1:pos:R:3:forces:R:3
Te 13.120 11.805 8.171 -0.5165 1.0248 -0.9296
Pd 15.721 13.587 9.707 0.6874 -0.7219 -0.2850
Br 18.183 14.293 10.985 -0.5362 -0.1556 -0.2310
Cl 15.391 16.963 5.384 0.3163 -0.6938 0.6226
Cl 16.293 14.485 6.891 0.0139 0.0594 0.1109
Si 16.111 8.979 7.278 -0.8827 0.5267 1.4762
Si 20.511 14.444 10.674 0.5329 1.3159 0.8566
O 11.135 17.241 8.306 0.1002 0.1838 -0.0192
O 15.537 15.752 10.038 -1.0398 0.8052 1.3081
O 13.036 14.815 10.002 -0.1292 0.3878 -0.5904
N 12.656 11.575 11.193 -1.2816 0.1183 1.0510
C 14.621 14.643 14.290 -0.2923 -0.6879 -0.6634
C 10.465 14.383 6.005 -1.0783 -0.3182 -0.5873
C 13.407 18.801 9.260 0.8595 0.9880 1.5990
C 20.901 16.370 11.028 -0.4953 -0.9712 -0.1433
C 20.429 13.478 13.451 0.2180 0.0273 0.6403
C 9.772 15.899 10.882 -0.7828 0.9335 0.3061
C 22.351 13.649 8.605 0.7314 1.7651 1.2370
C 22.634 13.600 12.110 0.3202 -0.1866 0.7982
C 22.303 16.727 10.416 -1.2904 0.3399 -0.6898
C 14.838 12.451 12.588 -1.6766 0.2977 -1.9708
C 11.506 13.778 6.677 0.5917 1.1608 0.3561
C 13.565 14.331 13.409 0.3814 -0.0826 -0.7609
C 9.203 12.293 6.010 2.1317 1.8796 0.5766
C 14.105 18.328 11.969 -1.1459 -0.9423 0.4469
C 9.383 14.828 11.739 0.1934 0.2718 -1.5720
C 20.932 16.666 12.546 -0.0343 0.2563 0.2546
C 11.856 14.848 10.451 1.5287 -0.4367 -0.0479
C 12.311 10.258 9.350 -2.0532 1.1397 -0.7149
C 15.586 7.593 8.448 0.4858 -0.2403 -0.1046
C 10.278 13.766 11.905 -0.7345 -0.5483 1.1923
C 15.866 12.772 13.401 0.3846 0.2068 0.6808
C 17.694 8.714 6.426 1.3818 0.1023 -0.5548
C 11.532 10.991 10.468 1.9566 -1.7371 0.1339
C 20.840 13.886 8.916 0.1798 -0.9933 -1.6504
C 16.059 10.602 8.403 0.3790 -3.7750 -2.5198
C 20.181 12.529 8.486 -0.2096 -0.3255 0.6061
C 14.762 9.273 6.048 0.2597 0.9190 -0.6745
C 8.053 14.803 12.334 -0.3463 0.8726 2.4854
C 20.395 14.894 7.847 -0.8593 1.1051 -0.8357
C 9.312 13.681 5.634 0.7197 -1.8509 0.4977
C 12.554 12.764 11.617 0.2357 0.6560 0.0204
C 13.066 17.634 11.365 -0.0278 0.2356 -0.5974
C 10.980 15.966 10.297 1.0585 0.1186 -0.7341
C 21.145 13.333 12.089 -1.0199 0.2421 -0.5299
C 13.643 13.258 12.507 1.5802 -0.6605 1.0862
C 16.178 16.278 6.861 -2.1305 0.0227 -0.5333
C 11.417 12.459 7.038 -0.2031 -1.4101 0.9556
C 11.554 17.104 9.427 -0.5373 -0.5445 0.3470
C 11.468 13.744 11.261 0.1098 -0.7064 1.1834
C 20.855 11.907 11.702 -0.4363 -0.5995 -0.7248
C 19.854 17.265 10.364 0.6242 0.3848 0.1043
C 12.657 17.899 10.028 0.9638 -0.2302 0.5261
C 15.733 13.818 14.305 0.6839 0.0347 0.3633
C 14.448 19.531 9.910 -1.0171 -0.8353 -1.3158
C 14.724 19.286 11.238 1.5565 1.7153 0.0332
C 15.959 11.626 9.006 -0.2631 3.6320 2.0097
C 10.253 11.719 6.755 -0.5325 0.1018 -0.3140
H 9.129 16.763 10.735 -0.2900 -0.2427 0.1832
H 18.795 17.063 10.404 -0.2378 -0.6738 0.2070
H 22.291 16.609 9.291 0.0750 0.3777 1.2294
H 20.476 12.339 7.481 0.1075 0.1793 -1.1543
H 14.580 15.931 10.301 1.0581 -0.2439 -0.5812
H 22.601 17.761 10.714 -0.2422 -0.6996 -0.3539
H 13.183 19.059 8.245 -0.2975 -0.2671 -0.4019
H 12.351 14.390 7.025 -0.2347 -0.2371 -0.4422
H 8.399 11.667 5.747 -1.0463 -0.3534 -0.2804
H 15.721 6.581 7.963 -0.1803 1.0394 0.7148
H 21.722 16.088 13.018 0.0845 0.0685 0.1879
H 10.984 10.253 11.110 0.5757 0.5734 -0.4364
H 17.136 16.713 6.874 1.1016 0.2121 0.4105
H 14.547 15.523 14.908 -0.0347 -0.0905 0.2863
H 15.505 16.509 7.690 0.5892 0.2234 -0.1157
H 8.562 14.173 5.028 -0.0829 -0.1262 0.1598
H 23.006 16.030 10.803 0.9436 -0.2984 0.2524
H 16.765 12.176 13.347 0.1140 -0.0450 0.2754
H 15.444 19.906 11.770 0.1087 -0.0829 -0.3789
H 16.067 16.202 10.741 -0.2758 -0.5582 -0.7265
H 13.145 9.696 9.645 0.9708 -0.8341 0.7911
H 7.773 13.839 12.774 0.0498 0.1328 -0.4132
H 20.934 14.661 6.909 -0.2974 0.0860 0.3946
H 12.705 14.975 13.404 -0.3717 0.1445 0.0212
H 21.150 17.740 12.745 0.0121 -0.5550 -0.3923
H 14.493 8.444 5.401 0.0183 -0.2960 0.1513
H 17.977 9.426 5.629 -0.3893 0.0378 0.5028
H 22.932 14.627 12.216 -0.1200 0.5120 0.2842
H 20.007 16.468 13.118 0.1821 -0.1482 -0.5841
H 9.973 13.027 12.665 0.4394 0.0705 -0.6219
H 15.029 20.255 9.334 -0.2817 -0.1441 0.2997
H 13.867 9.592 6.605 0.0843 0.0570 -0.4675
H 19.324 13.525 13.375 0.6119 0.2561 -0.1314
H 23.022 14.441 9.101 -0.8624 -1.0881 -0.9627
H 22.555 12.728 9.102 0.8417 -0.8367 -0.0671
H 10.513 15.407 5.708 0.2509 0.5921 0.0572
H 12.588 16.872 11.942 -0.4996 -0.2953 0.1993
H 20.446 11.572 8.948 0.5366 0.5815 0.6646
H 21.106 11.223 12.492 0.0390 -0.2845 0.6204
H 10.838 11.693 10.070 -0.7485 0.6242 -0.3889
H 19.105 12.490 8.521 -0.6197 0.5164 -0.0522
H 23.068 13.068 12.946 0.3006 -0.2502 0.2954
H 11.662 9.713 8.702 -0.3853 -0.6889 -0.4923
H 14.938 11.579 11.943 -0.2192 0.1328 0.0522
H 21.399 11.530 10.853 0.2684 0.1374 -0.5366
H 10.111 10.704 7.132 0.2493 0.2039 -0.2938
H 7.277 15.213 11.711 -0.2559 -0.0374 -0.4309
H 19.316 14.840 7.569 0.5009 -0.0637 0.4906
H 20.597 12.524 14.013 0.1855 0.9240 -0.1767
H 17.682 7.754 5.897 -0.1126 -0.1047 0.2768
H 16.546 13.893 15.021 -0.1807 0.6310 0.0002
H 14.387 18.183 13.015 -0.2353 -0.1411 -0.3803
H 18.536 8.693 7.131 -0.1406 -0.1083 -0.1306
H 22.567 13.632 7.505 -0.2938 -0.1976 1.1041
H 16.129 7.667 9.409 0.0354 -0.3392 -0.5259
H 20.813 14.338 14.035 -0.3927 -0.5483 -0.1994
H 15.155 10.063 5.353 -0.7256 -0.3208 0.6392
H 8.074 15.509 13.234 -0.0486 -0.6830 -0.9386
H 20.601 15.971 8.050 0.0250 -0.8765 0.0579
H 19.973 18.210 10.844 -0.0094 1.0423 0.2887
H 20.144 17.427 9.349 -0.1210 0.1119 -0.8461
H 23.132 13.259 11.225 0.1791 -0.4234 -0.5962
H 19.786 11.808 11.476 0.0788 -0.2869 0.1097
H 14.537 7.740 8.731 0.0017 -0.1742 -0.2786
```
Forces are in eV/Å.

Summary:
DFT total energy: -179007.3199 eV
Spin multiplicity: 5
Charge: +2
LUMO (alpha / beta): -0.1725 / -0.2999 Eh
⟨S²⟩: 6.045
Strongest force on any atom: 0.089 hartree/bohr
HOMO (alpha / beta): -0.495 / -0.494 Ha